This record from the Open Molecules 2025 dataset describes 9 unconnected molecules or ions with the total composition C36H96N6O15 at a distorted geometry. The level of theory is wB97M-V/def2-TZVPD.

Summary:
Strongest force on any atom in eV/A: 3.85
Energy above the lowest of the compared OMol25 structures with the same formula, charge and spin in kJ/mol: 793.84
Gap between HOMO and LUMO in eV: 8.27
SMILES: COCCNCCOC.COCCNCCOC.COCCNCCOC.COCCNCCOC.COCCNCCOC.COCCNCCOC.O.O.O
HOMO level in eV: -8.12

Geometry as ORCA input:
```
! RIJCOSX wB97M-V def2-TZVPD def2/J DEFGRID3
* xyz 0 1
C -9.195 1.028 -20.982
O -8.097 0.935 -21.926
C -8.343 1.393 -23.229
C -8.511 2.899 -23.439
N -7.220 3.601 -23.573
C -7.471 4.953 -24.033
C -6.327 5.500 -24.898
O -6.744 6.827 -25.133
C -5.954 7.557 -26.067
H -9.909 0.277 -21.321
H -9.422 2.039 -20.645
H -8.735 0.604 -20.089
H -9.168 0.832 -23.668
H -7.388 1.066 -23.641
H -9.182 3.453 -22.783
H -9.055 3.016 -24.376
H -6.721 3.564 -22.696
H -7.501 5.552 -23.123
H -8.443 5.096 -24.505
H -6.244 4.863 -25.778
H -5.354 5.407 -24.416
H -6.211 8.612 -25.975
H -5.935 7.107 -27.060
H -4.911 7.635 -25.762
C -5.346 -2.386 -13.919
O -4.493 -3.461 -13.525
C -5.002 -4.794 -13.698
C -6.060 -5.381 -12.700
N -5.347 -5.585 -11.389
C -6.302 -5.963 -10.393
C -6.681 -7.512 -10.306
O -7.753 -7.751 -11.264
C -8.616 -8.768 -10.888
H -4.794 -1.507 -13.587
H -6.239 -2.394 -13.293
H -5.514 -2.294 -14.992
H -4.169 -5.491 -13.607
H -5.529 -4.686 -14.646
H -6.370 -6.410 -12.881
H -7.005 -4.837 -12.712
H -4.758 -4.813 -11.112
H -7.156 -5.293 -10.304
H -5.642 -5.873 -9.530
H -6.950 -7.869 -9.312
H -5.867 -8.190 -10.560
H -8.257 -9.756 -10.600
H -9.220 -8.931 -11.780
H -9.324 -8.343 -10.177
C 3.581 9.258 -13.956
O 3.159 8.169 -14.748
C 4.063 7.502 -15.695
C 3.322 6.402 -16.434
N 2.327 6.773 -17.541
C 1.418 7.932 -17.183
C 0.550 8.257 -18.460
O 1.352 8.519 -19.626
C 0.650 8.949 -20.720
H 4.436 8.876 -13.398
H 2.775 9.693 -13.365
H 4.032 10.003 -14.612
H 4.769 7.054 -14.995
H 4.701 8.124 -16.323
H 2.901 5.852 -15.592
H 4.035 5.656 -16.784
H 2.753 6.974 -18.434
H 2.122 8.764 -17.184
H 0.940 7.814 -16.210
H 0.077 9.198 -18.181
H -0.202 7.506 -18.701
H -0.232 8.372 -20.997
H 1.291 8.704 -21.567
H 0.358 9.999 -20.704
C 3.010 2.959 -23.906
O 2.709 1.611 -23.516
C 2.048 1.429 -22.232
C 1.522 -0.046 -22.171
N 2.387 -1.226 -22.207
C 3.320 -1.206 -23.347
C 4.079 -2.539 -23.514
O 5.440 -2.347 -23.042
C 6.350 -3.359 -23.343
H 3.541 2.943 -24.857
H 3.534 3.523 -23.134
H 2.046 3.424 -24.112
H 1.209 2.125 -22.233
H 2.727 1.531 -21.386
H 0.754 -0.092 -22.943
H 0.937 -0.243 -21.273
H 2.956 -1.153 -21.376
H 4.081 -0.477 -23.067
H 2.769 -0.865 -24.223
H 4.059 -2.849 -24.559
H 3.562 -3.358 -23.013
H 7.387 -3.035 -23.260
H 6.171 -3.783 -24.331
H 6.063 -4.143 -22.642
C -2.714 5.496 -11.998
O -1.871 5.278 -10.831
C -2.039 6.259 -9.782
C -1.137 6.043 -8.542
N -1.477 4.830 -7.835
C -0.474 4.543 -6.812
C -0.739 3.215 -6.052
O 0.455 3.025 -5.297
C 0.407 1.813 -4.530
H -3.750 5.438 -11.665
H -2.425 4.627 -12.590
H -2.508 6.460 -12.464
H -3.043 6.058 -9.407
H -1.944 7.253 -10.220
H -1.296 6.772 -7.748
H -0.063 6.063 -8.731
H -1.642 4.003 -8.391
H -0.237 5.429 -6.223
H 0.429 4.423 -7.411
H -1.040 2.439 -6.756
H -1.611 3.258 -5.400
H -0.281 1.974 -3.699
H 1.293 1.524 -3.965
H 0.161 0.918 -5.101
C -10.648 7.142 -18.767
O -12.022 7.085 -19.089
C -12.919 6.844 -18.000
C -14.416 7.045 -18.309
N -14.969 8.420 -17.944
C -14.210 9.615 -18.340
C -15.213 10.811 -18.085
O -16.322 10.898 -19.090
C -17.115 12.091 -18.998
H -10.162 7.947 -19.316
H -10.042 6.282 -19.053
H -10.446 7.418 -17.732
H -12.622 7.320 -17.066
H -12.738 5.797 -17.759
H -14.965 6.266 -17.780
H -14.565 7.055 -19.389
H -15.961 8.582 -17.838
H -14.030 9.558 -19.414
H -13.284 9.719 -17.775
H -14.561 11.670 -18.240
H -15.562 10.871 -17.054
H -17.577 11.983 -19.980
H -16.570 13.035 -18.986
H -17.948 12.144 -18.298
O -0.032 2.257 -17.442
H 0.202 3.179 -17.333
H 0.478 1.800 -16.774
O -3.668 2.964 -18.724
H -2.805 2.559 -18.635
H -3.507 3.900 -18.610
O -4.560 -1.976 -20.994
H -5.269 -2.414 -20.524
H -4.762 -1.044 -20.919
*
```

This record from the Open Molecules 2025 dataset describes a single CH5BO2S molecule at a distorted geometry. The level of theory is wB97M-V/def2-TZVPD.

Summary:
Strongest force on any atom in eV/A: 4.91
Energy above the lowest of the compared OMol25 structures with the same formula, charge and spin in kJ/mol: 179.86
Gap between HOMO and LUMO in eV: 10.18
SMILES: CSB(O)O
HOMO level in eV: -9.82

Geometry as ORCA input:
```
! RIJCOSX wB97M-V def2-TZVPD def2/J DEFGRID3
* xyz 0 1
C -0.938 -0.823 0.041
S 0.758 -1.528 -0.006
B 1.765 -0.021 -0.113
O 0.775 1.486 -0.112
O 3.059 0.171 0.133
H -1.053 -0.079 0.877
H -1.671 -1.644 0.314
H -1.237 -0.431 -0.922
H 0.346 1.478 -0.958
H 3.147 1.082 0.109
*
```

This record from the Open Molecules 2025 dataset describes a molecular structure, C14H10AsMnN3O3S4 at a distorted geometry. The level of theory is wB97M-V/def2-TZVPD.

Summary:
Strongest force on any atom in eV/A: 2.20
Gap between HOMO and LUMO (alpha / beta) in eV: 5.29 / 5.20
HOMO level (alpha / beta) in eV: -1.31 / -1.33

Geometry as ORCA input:
```
! RIJCOSX wB97M-V def2-TZVPD def2/J DEFGRID3
* xyz -2 6
Mn -0.060 0.038 0.088
S -0.416 -3.329 3.177
As -1.320 -1.702 2.212
S -0.116 0.178 2.364
S -1.327 -1.902 -0.008
S -3.254 -1.409 2.981
O 6.430 0.034 -2.827
N 5.446 0.027 -3.603
O 5.620 0.030 -4.846
C 4.145 0.020 -3.124
C 3.122 -0.008 -4.082
C 1.770 -0.001 -3.748
C 0.726 -0.020 -4.697
C -0.582 -0.003 -4.250
C -0.848 0.072 -2.893
N 0.116 0.112 -1.958
C 1.408 0.044 -2.371
C 2.418 0.013 -1.378
N 1.971 -0.048 -0.082
C 2.893 -0.074 0.888
C 4.246 -0.027 0.641
C 4.715 0.017 -0.669
C 3.802 0.019 -1.724
H 3.410 -0.038 -5.122
H 0.966 -0.045 -5.753
H -1.406 -0.017 -4.951
H -1.867 0.104 -2.527
H 2.524 -0.139 1.907
H 4.944 -0.037 1.467
H 5.772 0.041 -0.873
C -2.889 1.570 0.314
C -1.405 1.383 0.098
O -0.655 2.320 -0.137
H -3.153 2.625 0.232
H -3.160 1.179 1.298
H -3.439 0.983 -0.418
*
```

This record from the Open Molecules 2025 dataset describes a molecular structure, C26H40Cl2N3O3Y at a distorted geometry. The level of theory is wB97M-V/def2-TZVPD.

Summary:
Strongest force on any atom in eV/A: 4.51
Energy above the lowest of the compared OMol25 structures with the same formula, charge and spin in kJ/mol: 0.00
Gap between HOMO and LUMO in eV: 6.74
HOMO level in eV: -6.83

Geometry as ORCA input:
```
! RIJCOSX wB97M-V def2-TZVPD def2/J DEFGRID3
* xyz 0 1
O 1.196 -1.678 -2.336
C 1.339 -2.570 -1.398
C 0.526 -3.783 -1.528
C -0.864 -3.766 -1.461
H -1.343 -2.880 -1.056
C -1.613 -4.878 -1.853
H -2.696 -4.837 -1.789
C -0.971 -6.046 -2.282
H -1.556 -6.934 -2.584
C 0.431 -6.058 -2.340
H 0.942 -6.971 -2.659
C 1.170 -4.937 -1.977
H 2.245 -4.954 -2.038
H 2.420 -2.888 -1.288
C 2.900 -1.878 0.880
C 1.375 -2.057 0.601
H 3.383 -2.860 0.969
H 3.117 -1.262 1.768
H 3.366 -1.413 0.021
C 0.721 -3.035 1.309
C 1.288 -3.660 2.544
H -0.215 -3.522 0.987
H 1.573 -4.695 2.334
H 0.584 -3.689 3.383
H 2.202 -3.150 2.885
Y 0.285 -0.217 1.342
Cl -1.992 -1.295 0.799
Cl 0.769 -0.585 3.740
H -1.880 -0.561 -4.646
H -3.508 0.740 -3.221
C -1.527 -0.951 -3.679
C -2.962 0.539 -2.291
N -1.627 0.065 -2.643
H -0.476 -1.264 -3.755
C -0.521 0.523 -2.038
O -0.458 0.858 -0.827
H -2.898 1.465 -1.700
H 0.354 0.595 -2.707
H -2.149 -1.817 -3.417
H -3.490 -0.236 -1.721
H 4.225 3.620 0.314
H 4.272 3.280 -2.399
C 4.369 2.529 0.306
C 4.294 2.213 -2.153
N 3.686 1.963 -0.855
H 3.957 2.087 1.218
C 2.627 1.182 -0.730
O 2.141 0.865 0.402
H 3.729 1.650 -2.900
H 2.192 0.789 -1.665
H 5.442 2.308 0.216
H 5.340 1.881 -2.154
C -2.233 3.963 0.311
N -3.270 3.328 1.179
C -4.582 3.195 0.482
C -2.762 2.009 1.793
C -1.561 2.339 2.609
C -1.713 3.209 3.701
C -0.575 3.734 4.335
C 0.695 3.384 3.886
C 0.824 2.468 2.809
C -0.298 1.917 2.275
H -1.822 3.207 -0.361
H -1.446 4.374 0.943
H -2.718 4.757 -0.250
H -3.419 3.948 1.989
H -4.485 2.478 -0.336
H -5.323 2.847 1.208
H -4.854 4.177 0.105
H -3.591 1.612 2.386
H -2.564 1.318 0.963
H -2.708 3.499 4.048
H -0.697 4.436 5.170
H 1.575 3.803 4.377
H 1.809 2.173 2.451
*
```

This record from the Open Molecules 2025 dataset describes a molecular structure, C25H61F3N2O19S6 at a distorted geometry. The level of theory is wB97M-V/def2-TZVPD.

Summary:
Strongest force on any atom in eV/A: 7.46
Gap between HOMO and LUMO in eV: 8.79
HOMO level in eV: -8.73

Geometry as ORCA input:
```
! RIJCOSX wB97M-V def2-TZVPD def2/J DEFGRID3
* xyz 0 1
N -3.597 0.099 -0.458
H -4.084 -0.722 -0.120
H -3.449 0.190 -1.499
H -2.588 0.130 -0.113
H -3.951 1.002 -0.153
N -0.796 2.443 -2.145
H -1.453 3.204 -2.022
H -0.917 1.863 -1.271
H 0.185 2.725 -2.131
H -1.004 1.782 -2.933
C -1.840 -1.907 -4.665
F -1.055 -1.887 -5.745
F -2.839 -2.762 -4.928
F -1.128 -2.397 -3.633
S -2.400 -0.167 -4.227
O -3.031 0.308 -5.433
O -3.338 -0.319 -3.108
O -1.128 0.461 -3.890
C 0.466 -0.280 -0.401
C -0.618 0.103 0.604
C -0.120 0.238 2.055
O -1.445 1.160 0.207
H 0.790 -1.313 -0.208
H 1.351 0.347 -0.328
H -0.032 -0.416 -1.362
H -1.278 -0.779 0.477
H -0.879 0.703 2.670
H 0.739 0.911 1.929
H 0.285 -0.684 2.473
O -4.206 0.295 2.112
S -3.792 0.775 3.410
O -4.670 1.559 4.224
O -3.165 -0.424 4.312
C -2.670 -1.593 3.621
C -3.810 -2.599 3.502
C -2.311 1.703 3.183
H -1.815 -2.069 4.096
H -2.400 -1.289 2.608
H -4.189 -3.009 4.437
H -3.451 -3.443 2.901
H -4.643 -2.197 2.926
H -2.597 2.580 2.599
H -1.505 1.173 2.678
H -2.049 2.047 4.183
O 3.298 -4.489 1.724
S 4.271 -4.388 0.663
O 4.000 -4.859 -0.660
O 4.849 -2.862 0.543
C 3.934 -1.777 0.869
C 3.871 -0.784 -0.262
C 5.770 -5.176 1.253
H 4.276 -1.305 1.787
H 2.959 -2.265 0.898
H 4.823 -0.388 -0.631
H 3.262 0.058 0.052
H 3.532 -1.255 -1.188
H 6.577 -4.992 0.545
H 5.667 -6.261 1.231
H 5.969 -4.860 2.271
O 3.434 1.574 -5.101
S 2.134 1.311 -4.499
O 1.845 1.708 -3.136
O 1.067 1.976 -5.454
C 1.151 1.778 -6.879
C -0.228 1.691 -7.507
C 1.819 -0.487 -4.618
H 1.674 0.835 -7.048
H 1.760 2.557 -7.337
H -0.699 2.671 -7.582
H -0.864 1.082 -6.865
H -0.075 1.275 -8.501
H 1.879 -0.766 -5.665
H 0.845 -0.690 -4.194
H 2.608 -0.947 -4.028
O -5.037 -4.512 -0.057
S -3.732 -3.924 -0.204
O -3.377 -2.615 0.272
O -2.716 -5.060 0.378
C -1.381 -4.591 0.556
C -0.410 -5.749 0.703
C -3.377 -4.021 -1.988
H -1.270 -3.991 1.463
H -1.019 -3.996 -0.287
H 0.617 -5.416 0.873
H -0.336 -6.389 -0.177
H -0.627 -6.365 1.578
H -2.304 -3.873 -2.057
H -4.003 -3.292 -2.491
H -3.631 -5.050 -2.226
O 2.219 6.858 -1.996
S 1.343 5.820 -1.568
O 0.908 4.818 -2.503
O 1.990 5.152 -0.229
C 2.396 3.788 -0.297
C 2.822 3.382 1.121
C -0.095 6.551 -0.731
H 3.126 3.636 -1.102
H 1.656 3.070 -0.678
H 3.668 2.698 1.053
H 1.978 2.891 1.603
H 3.117 4.229 1.733
H -0.541 5.762 -0.129
H -0.795 6.971 -1.449
H 0.215 7.342 -0.051
C 0.330 1.083 6.390
C 0.830 1.710 5.230
C 1.317 2.993 5.373
C 1.332 3.635 6.605
C 0.737 3.059 7.727
C 0.216 1.778 7.568
H 0.033 0.045 6.306
H 0.834 1.131 4.316
H 1.583 3.456 4.430
H 1.722 4.642 6.688
H 0.863 3.549 8.681
H -0.176 1.283 8.451
*
```

This record from the Open Molecules 2025 dataset describes a molecular structure, C18H10AlBr2F5I. The level of theory is wB97M-V/def2-TZVPD.

Summary:
Strongest force on any atom in eV/A: 0.54
Energy above the lowest of the compared OMol25 structures with the same formula, charge and spin in kJ/mol: 0.00
Gap between HOMO and LUMO in eV: 8.28
HOMO level in eV: -11.66

Geometry as ORCA input:
```
! RIJCOSX wB97M-V def2-TZVPD def2/J DEFGRID3
* xyz 1 1
Al 0.696 -0.545 0.334
Br -1.817 -0.107 0.583
C -1.471 0.855 2.228
C -2.539 1.280 2.952
C -2.296 2.010 4.138
C -1.017 2.287 4.522
C 0.089 1.845 3.756
C 1.419 2.148 4.139
C 2.480 1.720 3.393
C 2.258 0.945 2.237
C 0.986 0.621 1.815
C -0.120 1.090 2.578
H -3.552 1.074 2.634
H -3.135 2.350 4.727
H -0.829 2.857 5.422
H 1.580 2.725 5.040
H 3.491 1.960 3.691
H 3.127 0.593 1.690
Br 2.494 3.482 -0.602
C 3.643 2.078 -1.091
C 5.009 2.216 -0.859
C 5.885 1.211 -1.226
C 5.419 0.054 -1.833
C 4.064 -0.101 -2.071
C 3.184 0.913 -1.694
I 1.147 0.613 -2.092
H 5.377 3.121 -0.395
H 6.942 1.338 -1.041
H 6.105 -0.729 -2.124
H 3.687 -0.998 -2.540
F 1.072 -2.898 -1.389
C 0.865 -2.415 -0.181
F 2.215 -1.806 0.271
C 0.650 -3.546 0.822
F -0.513 -4.137 0.538
F 0.567 -3.013 2.049
F 1.615 -4.451 0.809
*
```

This record from the Open Molecules 2025 dataset describes a single C3H6N6O6 molecule at a distorted geometry. The level of theory is wB97M-V/def2-TZVPD.

Summary:
Strongest force on any atom in eV/A: 1.94
Energy above the lowest of the compared OMol25 structures with the same formula, charge and spin in kJ/mol: 169.53
Gap between HOMO and LUMO (alpha / beta) in eV: 6.95 / 7.30
HOMO level (alpha / beta) in eV: -8.80 / -9.24

Geometry as ORCA input:
```
! RIJCOSX wB97M-V def2-TZVPD def2/J DEFGRID3
* xyz 0 1
C 0.694 1.491 0.671
C 1.138 0.815 -0.680
C 0.789 -1.609 -0.396
N -0.695 1.331 0.846
N 0.453 -0.411 -0.864
N -1.111 0.089 0.840
N 1.895 -1.876 0.396
N -0.862 -0.288 -1.528
N -2.477 -0.055 0.915
O 2.092 -3.048 0.669
O -1.151 0.839 -1.809
O -2.857 -1.193 0.940
O 2.610 -0.947 0.769
O -1.413 -1.312 -1.763
O -3.147 0.957 0.946
H 1.218 0.951 1.465
H 0.970 2.542 0.674
H 0.889 1.479 -1.511
H 2.212 0.629 -0.618
H 0.152 -2.446 -0.643
H -1.399 2.061 0.682
*
```

This record from the Open Molecules 2025 dataset describes a single C11H16Si molecule at a distorted geometry. The level of theory is wB97M-V/def2-TZVPD.

Summary:
Strongest force on any atom in eV/A: 4.66
Energy above the lowest of the compared OMol25 structures with the same formula, charge and spin in kJ/mol: 449.11
Gap between HOMO and LUMO in eV: 9.01
SMILES: C#C/C(=C/C=C\C=C)[Si](C)(C)C
HOMO level in eV: -8.38

Geometry as ORCA input:
```
! RIJCOSX wB97M-V def2-TZVPD def2/J DEFGRID3
* xyz 0 1
C -2.219 2.702 -0.982
C -1.429 1.850 -0.676
C -0.609 0.917 -0.053
C 0.433 1.379 0.612
C 1.493 0.512 1.365
C 2.800 0.319 1.088
C 3.340 1.121 0.084
C 2.756 1.346 -1.147
Si -1.151 -0.908 -0.071
C -2.250 -1.116 1.437
C 0.210 -2.175 0.225
C -2.163 -1.141 -1.665
H -2.840 3.439 -1.428
H 0.699 2.422 0.592
H 1.068 -0.036 2.199
H 3.387 -0.271 1.740
H 4.466 1.337 0.257
H 3.421 1.773 -1.883
H 1.831 0.904 -1.438
H -1.773 -1.707 2.249
H -2.770 -0.138 1.612
H -3.013 -1.731 1.122
H -0.167 -3.144 0.116
H 0.854 -2.067 -0.603
H 0.665 -2.117 1.124
H -1.458 -1.264 -2.505
H -2.745 -1.992 -1.750
H -2.835 -0.215 -1.620
*
```